The following is a quantum chemistry calculation of C10H24CeN4O7 as an isolated structure in a non-equilibrium geometry, from the Open Molecules 2025 dataset.

Calculated values
HOMO energy (alpha / beta), eV: -10.96 / -10.97
Spin multiplicity: 2
⟨S²⟩: 0.87
Molecular weight, g/mol: 452.4
E_tot, hartree: -1615.81612
Lowest unoccupied orbital energy (alpha / beta), eV: -5.229 / -5.482
Net charge: +1
Orbital gap (alpha / beta), eV: 5.73 / 5.48

Positions of all 46 atoms, in Å:
O (1.864, 0.009, -1.919)
H (3.042, -0.657, -2.133)
Ce (-0.207, 0.691, -0.599)
N (0.288, 2.371, 1.160)
N (1.376, 0.139, 1.318)
N (-1.928, -0.314, -1.955)
N (-0.849, -1.684, -0.104)
O (-0.626, 3.277, 1.321)
O (-2.509, 0.479, -2.959)
O (-0.271, -2.422, 0.889)
O (1.787, -1.089, 1.465)
C (1.981, 1.100, 2.081)
C (1.383, 2.382, 1.962)
C (-2.455, -1.535, -1.812)
C (-1.819, -2.325, -0.791)
C (1.854, 3.594, 2.686)
H (2.880, 3.844, 2.381)
H (1.866, 3.427, 3.772)
H (1.204, 4.444, 2.462)
C (3.144, 0.816, 2.968)
H (4.094, 1.048, 2.461)
H (3.156, -0.241, 3.249)
H (3.099, 1.432, 3.875)
C (-3.588, -2.054, -2.628)
C (-2.214, -3.747, -0.554)
H (-3.962, -1.281, -3.304)
H (-4.406, -2.392, -1.976)
H (-3.267, -2.923, -3.218)
H (-1.589, -4.195, 0.223)
H (-2.110, -4.329, -1.481)
H (-3.270, -3.810, -0.251)
H (-2.000, 1.326, -2.889)
H (0.609, -1.894, 1.129)
C (4.023, -1.001, -2.663)
H (4.221, -0.359, -3.527)
H (3.908, -2.036, -2.998)
H (4.857, -0.929, -1.956)
O (-0.630, 2.174, -1.927)
H (1.801, 0.496, -2.758)
H (-0.621, 3.109, -2.198)
C (-2.471, 0.543, 2.074)
O (-2.142, 1.278, 0.886)
H (-2.956, -0.387, 1.755)
H (-3.150, 1.126, 2.708)
H (-1.569, 0.287, 2.645)
H (-1.830, 2.213, 1.129)

Electronic structure analysis, Mulliken charges in units of e:
1 O -0.58
2 H 0.09
3 Ce 1.44
4 N 0.28
5 N 0.71
6 N 0.32
7 N 0.43
8 O -0.64
9 O -0.49
10 O -0.54
11 O -0.70
12 C 0.44
13 C 0.20
14 C 0.38
15 C 0.29
16 C -1.43
17 H 0.36
18 H 0.37
19 H 0.36
20 C -1.39
21 H 0.31
22 H 0.41
23 H 0.38
24 C -1.37
25 C -1.40
26 H 0.39
27 H 0.33
28 H 0.35
29 H 0.38
30 H 0.34
31 H 0.34
32 H 0.39
33 H 0.41
34 C -0.98
35 H 0.23
36 H 0.31
37 H 0.28
38 O -0.70
39 H 0.20
40 H 0.25
41 C -0.65
42 O -0.37
43 H 0.24
44 H 0.34
45 H 0.23
46 H 0.44

---

The following is a quantum chemistry calculation of an isolated ion of composition C10H24N2P and charge +1 in a non-equilibrium geometry, from the Open Molecules 2025 dataset.

Calculated values
HOMO energy, eV: -12.78
Spin multiplicity: 1
Molecular weight, g/mol: 203.3
E_tot, hartree: -845.95666
Lowest unoccupied orbital energy, eV: -4.056
Net charge: +1
SMILES string: C/[NH+]=C/PC[C@@H](C)CC(C)(C)CN
Orbital gap, eV: 8.73

Positions of all 37 atoms, in Å:
C (0.200, 4.125, -1.433)
N (0.482, 2.860, -2.121)
C (0.821, 1.704, -1.663)
P (1.628, 0.360, -2.527)
C (1.285, -1.004, -1.384)
C (-0.188, -0.960, -0.902)
C (-1.062, -1.656, -1.968)
C (-0.234, -1.850, 0.333)
C (-0.310, -1.147, 1.727)
C (1.214, -0.933, 2.178)
C (-0.940, -2.132, 2.638)
C (-0.996, 0.238, 1.690)
N (-0.246, 1.409, 1.272)
H (1.124, 4.406, -0.919)
H (-0.176, 4.900, -2.083)
H (-0.590, 3.862, -0.658)
H (0.426, 2.950, -3.126)
H (0.683, 1.423, -0.578)
H (0.783, 0.424, -3.611)
H (2.166, -0.882, -0.680)
H (1.496, -1.919, -1.990)
H (-0.392, 0.028, -0.615)
H (-2.107, -1.578, -1.533)
H (-0.821, -2.725, -2.151)
H (-0.941, -1.140, -2.897)
H (0.608, -2.515, 0.430)
H (-1.210, -2.407, 0.166)
H (1.299, -0.366, 3.035)
H (1.504, -1.984, 2.433)
H (1.788, -0.509, 1.399)
H (-1.923, -2.446, 2.236)
H (-0.352, -2.986, 2.636)
H (-1.305, -1.768, 3.594)
H (-1.872, 0.200, 1.137)
H (-1.322, 0.378, 2.664)
H (-1.009, 2.129, 1.350)
H (0.492, 1.517, 1.920)

Electronic structure analysis, Mulliken charges in units of e:
1 C -0.75
2 N -0.10
3 C 0.51
4 P -0.12
5 C -0.63
6 C 0.64
7 C -1.70
8 C -1.58
9 C 2.44
10 C -2.10
11 C -2.01
12 C -2.14
13 N -0.44
14 H 0.31
15 H 0.33
16 H 0.23
17 H 0.30
18 H 0.09
19 H 0.03
20 H 0.29
21 H 0.46
22 H 0.37
23 H 0.43
24 H 0.34
25 H 0.44
26 H 0.37
27 H 0.35
28 H 0.53
29 H 0.42
30 H 0.53
31 H 0.45
32 H 0.47
33 H 0.40
34 H 0.56
35 H 0.80
36 H 0.26
37 H 0.21

---

The following is a quantum chemistry calculation of an isolated ion of composition C10H24N3O and charge +1 in a non-equilibrium geometry, from the Open Molecules 2025 dataset.

Calculated values
HOMO energy, eV: -11.93
Spin multiplicity: 1
Molecular weight, g/mol: 202.3
E_tot, hartree: -634.48904
Lowest unoccupied orbital energy, eV: -3.156
Net charge: +1
SMILES string: NCCCC[C@H]1[NH2+][C@H](CCCN)CO1
Orbital gap, eV: 8.77

Positions of all 38 atoms, in Å:
N (-2.482, -1.860, -0.242)
C (-2.426, -1.859, -1.780)
C (-0.961, -2.315, -2.374)
C (-0.301, -1.185, -3.375)
C (1.182, -0.635, -2.835)
C (0.940, -0.104, -1.302)
N (1.989, 0.784, -0.638)
C (1.250, 1.359, 0.586)
C (1.803, 0.907, 2.061)
C (0.692, 0.203, 3.038)
C (-0.489, 1.227, 3.579)
N (-0.166, 2.698, 3.378)
C (-0.325, 1.144, 0.186)
O (-0.266, 0.783, -1.266)
H (-1.616, -2.289, 0.153)
H (-2.590, -0.867, 0.059)
H (-3.232, -2.663, -2.120)
H (-2.792, -0.803, -2.192)
H (-0.193, -2.665, -1.539)
H (-1.168, -3.276, -3.050)
H (-0.075, -1.706, -4.420)
H (-1.022, -0.278, -3.601)
H (1.482, 0.244, -3.562)
H (1.968, -1.501, -2.925)
H (0.840, -0.995, -0.535)
H (2.485, 1.494, -1.241)
H (2.745, 0.101, -0.376)
H (1.452, 2.532, 0.599)
H (2.355, 1.832, 2.523)
H (2.649, 0.089, 1.862)
H (0.250, -0.810, 2.588)
H (1.282, -0.140, 4.018)
H (-0.790, 1.060, 4.702)
H (-1.460, 0.995, 2.927)
H (-0.298, 2.983, 2.365)
H (-0.951, 3.213, 3.877)
H (-0.768, 0.169, 0.662)
H (-0.993, 2.131, 0.212)

Electronic structure analysis, Mulliken charges in units of e:
1 N -0.60
2 C -0.44
3 C -0.40
4 C -0.72
5 C -0.78
6 C -0.12
7 N -0.03
8 C -0.18
9 C -0.62
10 C -0.62
11 C -0.32
12 N -0.64
13 C -0.15
14 O -0.36
15 H 0.25
16 H 0.28
17 H 0.25
18 H 0.25
19 H 0.32
20 H 0.34
21 H 0.33
22 H 0.34
23 H 0.35
24 H 0.32
25 H 0.26
26 H 0.43
27 H 0.44
28 H 0.37
29 H 0.35
30 H 0.35
31 H 0.21
32 H 0.37
33 H 0.36
34 H 0.15
35 H 0.20
36 H 0.30
37 H -0.09
38 H 0.26

---

The following is a quantum chemistry calculation of an isolated ion of composition C10H24N5 and charge +1 in a non-equilibrium geometry, from the Open Molecules 2025 dataset.

Calculated values
HOMO energy, eV: -12.62
Spin multiplicity: 1
Molecular weight, g/mol: 214.3
E_tot, hartree: -668.72213
Lowest unoccupied orbital energy, eV: -3.092
Net charge: +1
SMILES string: C/N=C(C)/C=C(/C)N(C)[N+](C)(NC)NC
Orbital gap, eV: 9.53

Positions of all 39 atoms, in Å:
C (-2.262, -2.346, 0.447)
N (-1.647, -1.013, 0.377)
C (-2.296, 0.071, 0.151)
C (-3.706, 0.240, -0.321)
C (-1.637, 1.398, 0.197)
C (-0.386, 1.777, -0.196)
C (0.155, 3.095, -0.073)
N (0.646, 0.735, -0.661)
C (0.354, 0.321, -1.977)
N (1.205, -0.041, 0.352)
C (0.728, 0.427, 1.726)
N (2.671, 0.127, 0.413)
C (3.351, -0.043, -0.856)
N (1.005, -1.377, 0.127)
C (1.627, -2.470, 0.856)
H (-3.395, -2.398, 0.733)
H (-1.639, -3.017, 0.913)
H (-2.377, -2.712, -0.675)
H (-4.230, -0.652, -0.488)
H (-4.244, 0.733, 0.445)
H (-3.718, 0.848, -1.149)
H (-2.287, 2.204, 0.486)
H (1.161, 3.061, -0.220)
H (-0.125, 3.553, 0.892)
H (-0.308, 3.842, -0.748)
H (1.202, 0.458, -2.745)
H (-0.164, -0.723, -2.053)
H (-0.420, 0.974, -2.310)
H (-0.213, -0.116, 2.000)
H (1.571, 0.247, 2.311)
H (0.537, 1.535, 1.691)
H (3.027, 0.897, 0.850)
H (2.811, -0.809, -1.441)
H (3.387, 0.860, -1.473)
H (4.413, -0.392, -0.643)
H (-0.068, -1.387, 0.197)
H (1.202, -2.511, 1.887)
H (1.391, -3.266, 0.251)
H (2.677, -2.130, 0.725)

Electronic structure analysis, Mulliken charges in units of e:
1 C -1.26
2 N -0.31
3 C 0.94
4 C -1.79
5 C -0.67
6 C 0.11
7 C -1.51
8 N -0.09
9 C -0.97
10 N 1.50
11 C -0.70
12 N -0.65
13 C -0.99
14 N -0.52
15 C -1.03
16 H 0.32
17 H 0.38
18 H 0.36
19 H 0.46
20 H 0.42
21 H 0.47
22 H 0.48
23 H 0.42
24 H 0.43
25 H 0.38
26 H 0.35
27 H 0.21
28 H 0.48
29 H 0.21
30 H 0.41
31 H 0.29
32 H 0.21
33 H 0.44
34 H 0.30
35 H 0.32
36 H 0.49
37 H 0.27
38 H 0.47
39 H 0.37

---

The following is a quantum chemistry calculation of C10H24N6O6RhS as an isolated structure in a non-equilibrium geometry, from the Open Molecules 2025 dataset.

Calculated values
HOMO energy (alpha / beta), eV: -9.78 / -11.62
Spin multiplicity: 5
⟨S²⟩: 6.18
Molecular weight, g/mol: 459.3
E_tot, hartree: -1683.55323
Lowest unoccupied orbital energy (alpha / beta), eV: -3.948 / -5.750
Net charge: +1
Orbital gap (alpha / beta), eV: 5.84 / 5.87

Positions of all 48 atoms, in Å:
O (-0.351, 3.446, -1.628)
H (-0.747, 4.084, -2.254)
Rh (-0.321, 0.360, 0.034)
N (0.263, 2.100, 0.912)
N (1.658, 0.400, -0.376)
N (-2.195, -0.393, 0.612)
N (-0.371, -1.539, -0.746)
O (-0.362, 2.745, 1.782)
O (-2.992, 0.153, 1.446)
O (0.656, -2.166, -1.306)
O (2.427, -0.545, -0.839)
C (2.275, 1.591, -0.143)
C (1.488, 2.551, 0.512)
C (-2.520, -1.597, 0.124)
C (-1.465, -2.284, -0.533)
C (1.871, 3.942, 0.849)
H (1.335, 4.649, 0.206)
H (2.939, 4.087, 0.698)
H (1.611, 4.150, 1.888)
C (3.693, 1.770, -0.591)
H (3.779, 1.770, -1.697)
H (4.350, 0.966, -0.206)
H (4.076, 2.736, -0.225)
C (-3.828, -2.192, 0.492)
C (-1.499, -3.744, -0.829)
H (-4.591, -1.413, 0.601)
H (-3.750, -2.727, 1.449)
H (-4.153, -2.910, -0.268)
H (-0.513, -4.156, -1.054)
H (-2.153, -3.954, -1.681)
H (-1.910, -4.304, 0.020)
H (-2.355, 1.665, 0.819)
H (1.481, -1.459, -1.188)
C (-0.357, 1.296, -2.295)
H (0.252, 2.120, -2.670)
H (-1.403, 1.606, -2.411)
H (-0.113, 0.377, -2.846)
O (-1.948, 1.828, -0.095)
H (-1.045, 2.904, -1.177)
H (-2.664, 2.162, -0.729)
N (2.243, -2.328, 1.420)
C (1.058, -2.105, 1.995)
N (0.295, -3.180, 2.271)
S (0.435, -0.546, 2.323)
H (2.483, -3.276, 1.136)
H (2.724, -1.582, 0.936)
H (-0.547, -2.987, 2.807)
H (0.761, -4.071, 2.454)

Electronic structure analysis, Mulliken charges in units of e:
1 O -0.54
2 H 0.26
3 Rh 0.14
4 N 0.94
5 N 1.13
6 N 0.85
7 N 0.68
8 O -0.63
9 O -0.72
10 O -0.58
11 O -0.86
12 C -0.14
13 C 0.56
14 C 0.27
15 C 0.32
16 C -1.46
17 H 0.28
18 H 0.42
19 H 0.36
20 C -1.51
21 H 0.29
22 H 0.33
23 H 0.39
24 C -1.55
25 C -1.75
26 H 0.41
27 H 0.30
28 H 0.43
29 H 0.42
30 H 0.43
31 H 0.36
32 H 0.39
33 H 0.48
34 C -1.04
35 H 0.41
36 H 0.31
37 H 0.36
38 O -0.68
39 H 0.32
40 H 0.22
41 N -0.39
42 C 0.56
43 N -0.39
44 S -0.28
45 H 0.24
46 H 0.17
47 H 0.26
48 H 0.23